{"formula": "C43H45InN6OPSe", "method": "ωB97M-V/def2-TZVPD", "elements": ["C", "C", "H", "H", "H", "C", "P", "C", "H", "C", "H", "H", "H", "In", "H", "C", "H", "H", "H", "C", "H", "C", "H", "H", "H", "N", "H", "C", "C", "H", "C", "O", "C", "N", "H", "H", "H", "C", "C", "N", "H", "H", "H", "C", "C", "H", "C", "N", "H", "H", "H", "H", "H", "C", "C", "H", "H", "H", "C", "H", "Se", "C", "C", "H", "C", "H", "H", "C", "H", "C", "C", "H", "H", "C", "H", "C", "N", "H", "N", "C", "C", "C", "C", "C", "C", "C", "H", "H", "C", "C", "C", "C", "C", "H", "C", "H", "C", "C"], "positions_angstrom": [[-3.7756, -1.9934, 0.8846], [5.5679, 7.1253, -1.3048], [-0.2907, -4.4228, 0.4683], [-6.6346, -1.3791, 4.1843], [-5.4330, -1.3336, -3.3609], [-4.8631, 0.6777, -0.5627], [-3.7647, -1.8652, -0.9070], [-5.1037, -0.4252, -2.8548], [8.4645, 5.3978, -1.1439], [-3.8878, -2.2180, 3.6459], [0.5727, 1.3505, 1.6314], [-5.7942, 0.3758, -3.1206], [3.7013, -2.8910, 4.4906], [-1.1486, -1.6722, -1.0728], [-6.0118, -4.7999, -1.7421], [-0.1461, -1.9089, 1.7716], [-2.3183, -4.3865, -1.4106], [-5.8281, -4.0833, -0.1421], [5.1843, 8.1340, -1.3653], [-0.1775, 0.6208, 1.9422], [-5.6969, 1.3570, -0.7448], [-5.0730, -0.6226, -1.3378], [-0.6482, 0.9934, 2.8542], [2.1551, -4.1285, 2.8924], [2.1622, 0.1334, 3.1632], [-0.6729, 0.4720, -1.6581], [-1.7583, -2.1210, 3.5979], [-3.3406, -4.5783, -1.0838], [-5.0895, -2.2012, 2.9312], [-3.9430, 1.1834, -0.8605], [-0.0564, 3.1629, -1.9151], [7.8852, 7.8336, -1.2323], [-2.6704, -2.1094, 3.0138], [1.1882, -1.3733, -0.9408], [-3.9144, -2.3187, 4.7249], [1.7139, -3.3343, -0.6519], [4.1199, -2.8413, -0.2878], [7.4736, 9.1911, -1.2602], [2.0748, -2.3163, -0.6905], [-0.7019, -2.9072, -2.7057], [8.3856, 9.7777, -1.2093], [-6.4246, -3.1188, 4.3477], [4.4506, -2.1705, 3.0689], [3.8612, -0.7403, -0.5982], [0.4610, -0.7210, 2.1900], [5.3451, 1.9790, -0.7978], [3.6470, -2.0496, 3.8004], [-1.3397, -1.8909, 1.0048], [-6.4772, -3.1234, -1.4858], [-6.0250, -1.0553, -1.0238], [-5.9204, -2.0525, 0.9842], [6.9010, 3.5039, -1.1063], [3.6167, 6.2435, -1.3299], [4.6816, 6.0657, -1.2897], [-0.1939, -4.4128, 1.5604], [-2.1215, 3.3819, -2.4587], [-4.8108, 0.4917, 0.5090], [-4.1160, -0.1702, -3.2444], [-1.3283, 2.7088, -2.1668], [-3.6326, -5.5520, -1.4778], [0.9859, -5.2478, -3.0113], [0.5907, 0.8863, -1.4217], [3.4319, -2.0375, -0.5061], [4.9063, -0.4986, -0.4494], [5.1293, 4.7465, -1.2137], [-4.2287, -3.4159, -2.6684], [-1.2023, -4.5006, 1.9682], [2.9399, 0.2769, -0.9031], [0.2111, 4.2079, -1.9993], [6.5070, 4.5123, -1.1587], [2.2977, 2.6093, -1.3430], [-0.9507, 0.5554, 1.1771], [0.3828, -5.2867, 1.8579], [-1.5904, 1.3465, -2.0366], [-2.5697, 0.9426, -2.2544], [7.3955, 5.5619, -1.1778], [2.8556, 3.8470, -1.4318], [-7.2261, -2.4576, 2.9193], [4.4304, 2.3540, -0.9763], [1.5895, -0.0952, -1.0688], [-4.3147, -3.5063, -1.5816], [-5.7466, -3.8849, -1.2104], [-5.0024, -2.0850, 1.5591], [2.3105, -2.0015, 3.1108], [3.2582, 1.6517, -1.0592], [-6.4183, -2.2960, 3.6321], [6.9440, 9.4257, -2.1863], [-3.3610, -4.6296, 0.0072], [1.6817, -3.1715, 2.6957], [-0.0005, -3.8570, -2.8238], [6.9391, 6.8810, -1.2411], [0.9375, 2.2441, -1.5535], [1.6871, -0.7902, 2.8467], [3.8328, -1.1326, 4.3575], [-2.5644, -1.9906, 1.6124], [6.8405, 9.4319, -0.4032], [0.4666, -3.1444, 2.0288], [4.1433, 3.6760, -1.2096]], "forces_ev_per_a": [[-0.08, -0.02, -0.03], [0.04, 0.16, 0.00], [-0.01, -0.07, 0.01], [-0.03, -0.02, 0.01], [0.02, 0.03, -0.06], [-0.01, -0.06, 0.01], [-0.24, -0.05, 0.14], [-0.07, -0.09, 0.09], [-0.02, -0.04, 0.02], [-0.02, 0.01, -0.15], [-0.02, 0.04, 0.02], [0.00, 0.00, 0.00], [0.03, 0.01, 0.01], [0.02, 0.27, -0.04], [-0.02, -0.01, 0.03], [0.17, -0.07, 0.18], [0.01, -0.06, 0.00], [-0.02, 0.00, 0.01], [0.02, -0.03, 0.02], [0.04, -0.10, 0.02], [0.02, 0.01, -0.06], [0.33, -0.02, -0.08], [-0.02, 0.03, -0.02], [-0.02, 0.01, 0.01], [0.00, -0.01, 0.02], [-0.12, -0.21, 0.08], [-0.04, 0.00, 0.02], [-0.01, 0.09, -0.02], [-0.14, -0.02, 0.01], [-0.10, 0.01, 0.07], [-0.05, -0.07, 0.02], [0.12, 0.03, 0.00], [0.16, 0.03, 0.05], [-0.09, 0.03, 0.02], [0.02, 0.01, 0.01], [-0.05, -0.05, 0.08], [-0.03, -0.03, -0.02], [-0.01, 0.10, -0.02], [-0.07, -0.08, 0.00], [0.06, -0.12, 0.06], [-0.01, 0.00, -0.01], [-0.03, 0.00, -0.01], [0.02, 0.00, 0.04], [-0.04, -0.03, -0.02], [-0.06, -0.07, -0.11], [0.02, 0.02, 0.04], [-0.05, -0.01, -0.06], [0.23, 0.05, -0.61], [-0.01, -0.02, -0.01], [0.02, -0.05, 0.04], [-0.03, -0.03, 0.00], [0.02, 0.01, -0.03], [-0.02, 0.05, -0.03], [0.00, -0.28, 0.02], [0.07, 0.12, -0.02], [0.00, -0.01, -0.03], [0.01, 0.03, 0.02], [-0.02, 0.03, -0.06], [0.05, 0.06, 0.00], [0.01, -0.01, 0.01], [0.58, -0.77, -0.09], [-0.01, 0.45, -0.08], [0.07, 0.10, 0.03], [0.00, -0.02, 0.00], [0.16, 0.25, 0.01], [0.04, 0.02, 0.00], [-0.01, -0.03, -0.01], [-0.06, -0.25, 0.04], [-0.02, 0.01, -0.02], [-0.15, 0.00, 0.00], [0.44, -0.30, 0.09], [-0.01, 0.05, 0.03], [-0.01, -0.01, -0.01], [0.03, -0.05, -0.04], [0.04, 0.04, 0.01], [0.21, 0.06, 0.03], [0.06, 0.19, -0.01], [-0.02, -0.01, 0.02], [0.24, -0.01, 0.01], [0.37, 0.01, 0.06], [0.14, 0.13, 0.12], [0.03, 0.05, -0.10], [0.13, 0.03, 0.08], [0.03, 0.07, -0.01], [-0.52, 0.39, -0.05], [0.09, 0.04, 0.01], [0.00, -0.02, 0.01], [0.01, -0.03, -0.01], [0.01, -0.04, 0.00], [-0.72, 0.83, 0.08], [-0.21, -0.19, -0.01], [-0.14, -0.19, -0.04], [0.01, -0.03, -0.01], [0.03, -0.01, 0.01], [-0.29, -0.10, 0.19], [0.01, -0.03, 0.00], [-0.09, 0.01, 0.01], [-0.38, -0.12, -0.05]], "homo_lumo_gap_ev": 6.545, "relative_energy_kj_mol": 0.0, "max_force_ev_per_a": 1.10, "total_charge": 1, "molar_mass_g_mol": 886.6, "e_lumo_ev": -3.3}